1.
The following is a quantum chemistry calculation of a structure of composition C46H82F36N11O26S12 in a non-equilibrium geometry, from the OMol25 dataset.

Output
- F_max (eV/Å) = 6.29
- energy relative to the best compared isomer or geometry (same formula, charge and spin) (eV) = 0.000
- E_LUMO (eV) = 0.66
- DFT total energy (eV) = -346493.6306

The geometry in ORCA input format:
```
! wB97M-V def2-TZVPD RIJCOSX def2/J DEFGRID3
* xyz -1 1
C 0.6742 2.9781 -5.1724
N 2.0878 3.4734 -5.3604
C 2.0673 4.9082 -5.9174
C 2.9110 3.2697 -3.9692
C 2.8013 2.7171 -6.6015
C 2.8316 1.1732 -6.5447
O 3.6305 0.7396 -5.5272
H 0.2097 3.8784 -4.7701
H 0.5369 2.1936 -4.4282
H 0.1744 2.8502 -6.1326
H 1.1176 5.1157 -6.4104
H 2.7906 4.9793 -6.7297
H 2.3111 5.6134 -5.1228
H 2.7474 2.3570 -3.3961
H 2.5500 4.0850 -3.3422
H 3.9774 3.3457 -4.1815
H 3.8204 3.1011 -6.6457
H 2.2544 2.9793 -7.5072
H 3.2526 0.8088 -7.4818
H 1.8155 0.7837 -6.6073
H 3.3956 -0.0714 -5.0703
C 3.3800 0.5747 2.3868
N 4.2602 0.4168 3.6797
C 4.8036 -1.0219 3.7900
C 5.4359 1.4739 3.6574
C 3.2703 0.6134 4.8615
C 3.9132 0.5163 6.2622
O 4.3449 1.7687 6.5921
H 4.1067 0.3238 1.6142
H 2.9167 1.5611 2.3657
H 2.5956 -0.1822 2.3846
H 5.4164 -1.2930 4.6497
H 5.4712 -1.1747 2.9420
H 3.9548 -1.7056 3.8057
H 5.0756 2.4774 3.8836
H 6.0819 1.4319 2.7804
H 5.9702 1.3330 4.5969
H 2.4576 -0.0949 4.7004
H 2.8055 1.5966 4.7877
H 4.7940 -0.1226 6.3247
H 3.1207 0.2148 6.9472
H 4.6754 1.7316 7.4927
C 6.6540 -6.1550 -3.3059
C 5.6515 -6.9074 -2.4913
C 4.4220 -6.0560 -2.1061
N 3.2670 -6.7074 -1.3094
C 3.9018 -7.4907 -0.1013
C 2.3370 -7.5841 -2.2158
C 0.9468 -7.4451 -1.6687
C 1.0959 -6.3723 -0.5497
C 2.3089 -5.5437 -0.8804
H 6.7750 -5.1222 -2.9792
H 6.5061 -6.1740 -4.3857
H 7.6422 -6.6086 -3.2297
H 6.1785 -7.2616 -1.6054
H 5.3193 -7.8904 -2.8252
H 4.0143 -5.6741 -3.0421
H 4.7392 -5.1870 -1.5297
H 4.7151 -6.8844 0.2976
H 4.4091 -8.3851 -0.4629
H 3.1724 -7.5989 0.7014
H 2.7673 -8.5622 -2.0008
H 2.5596 -7.2704 -3.2357
H 0.6425 -8.3515 -1.1452
H 0.2429 -7.1164 -2.4332
H 1.1014 -6.8757 0.4171
H 0.2258 -5.7179 -0.4975
H 2.9096 -5.1284 -0.0712
H 2.2523 -4.7697 -1.6459
C -8.3594 7.3761 -4.1572
C -6.9051 7.2567 -3.6749
C -6.9465 6.5516 -2.2740
N -5.5150 6.3160 -1.6287
C -4.7860 5.2739 -2.4270
C -5.6548 5.8922 -0.1504
C -4.4848 6.5781 0.5984
C -3.8859 7.5955 -0.3228
C -4.6963 7.6897 -1.6148
H -9.1327 8.0336 -3.7601
H -8.8019 6.3868 -4.2739
H -8.4035 7.4848 -5.2409
H -6.5122 8.2732 -3.7008
H -6.3256 6.5527 -4.2721
H -7.2938 5.5187 -2.2973
H -7.5274 7.0381 -1.4905
H -5.3518 4.3629 -2.2319
H -3.8749 5.0833 -1.8599
H -4.4938 5.5698 -3.4345
H -5.6470 4.8119 -0.0058
H -6.5539 6.3193 0.2939
H -3.7762 5.8616 1.0139
H -4.9377 6.9567 1.5147
H -2.8512 7.2619 -0.4019
H -4.0010 8.5356 0.2168
H -4.0811 7.8644 -2.4974
H -5.4704 8.4564 -1.6490
C -2.8844 1.5586 -3.4736
C -2.9691 0.5073 -2.4787
C -2.3182 0.7620 -1.1596
N -2.2647 -0.4212 -0.2173
C -3.7197 -0.9004 -0.0924
C -1.2266 -1.5090 -0.7262
C -1.0435 -2.3212 0.5866
C -0.8246 -1.3827 1.6497
C -1.6456 -0.1024 1.1778
H -3.4510 2.4252 -3.1330
H -3.0738 1.2826 -4.5109
H -1.8847 1.9900 -3.4216
H -2.6825 -0.4722 -2.8617
H -4.0395 0.3676 -2.3275
H -2.8234 1.5791 -0.6446
H -1.3081 1.1535 -1.2805
H -4.3423 -0.0058 -0.0760
H -3.7815 -1.5844 0.7540
H -3.9405 -1.4683 -0.9963
H -1.6654 -2.0625 -1.5563
H -0.3396 -0.9369 -0.9985
H -1.8650 -3.0036 0.8044
H -0.1557 -2.9132 0.3639
H -1.3409 -1.5490 2.5951
H 0.1747 -1.1796 2.0348
H -2.4029 0.2013 1.9004
H -0.9084 0.6935 1.0725
C 1.2114 4.0872 0.1939
F 1.3158 4.9429 1.2144
F 2.3434 4.0135 -0.4570
F 0.9511 2.8345 0.5342
S -0.0895 4.7573 -1.1021
O 0.2147 3.9033 -2.2622
O -1.3514 4.5152 -0.4581
N 0.3137 6.3850 -1.3278
S -0.3649 6.6970 -2.7448
O 0.3346 6.1526 -3.9061
O -1.7822 6.4789 -2.7523
C -0.2245 8.5886 -2.7352
F 1.1045 8.8549 -2.5437
F -0.6641 9.1480 -3.8737
F -0.8726 9.1016 -1.6915
C -5.0020 -4.9388 -1.5312
F -5.6676 -6.0121 -2.1323
F -4.5248 -4.0673 -2.5392
F -5.8787 -4.3087 -0.7417
S -3.4469 -5.7585 -0.7040
O -2.4216 -5.6616 -1.6787
O -3.2154 -4.9997 0.5529
N -4.1842 -7.2767 -0.3199
S -3.1643 -8.2042 -0.9873
O -3.1723 -8.1577 -2.4942
O -1.8327 -8.1546 -0.2648
C -3.8280 -10.0579 -0.6491
F -4.5445 -10.4864 -1.6928
F -2.7992 -10.8349 -0.4060
F -4.6250 -10.0366 0.3888
C -3.8043 6.3918 5.2858
F -2.7818 6.6758 6.1038
F -4.9425 6.6954 5.8471
F -3.7679 7.2649 4.2334
S -3.7944 4.5511 4.6517
O -5.1188 4.0190 4.9860
O -3.5302 4.4824 3.1991
N -2.7383 3.6884 5.7145
S -1.3353 4.2088 5.1885
O -1.2255 5.4677 4.4069
O -0.3363 4.1722 6.2732
C -0.8286 2.7238 3.9041
F -1.4419 2.8299 2.7122
F 0.5404 2.7819 3.7563
F -1.1052 1.5596 4.4104
C -2.3703 -2.1664 5.7414
F -3.5127 -2.4402 5.1410
F -1.6336 -3.2454 5.9391
F -1.7711 -1.3464 4.8834
S -2.6962 -1.2044 7.4059
O -4.1135 -0.8814 7.3826
O -2.1460 -1.9497 8.5346
N -2.0508 0.4555 7.2205
S -0.4679 0.1915 7.3245
O 0.0747 -0.9501 6.6551
O 0.1354 1.4826 6.9296
C -0.0286 0.0965 9.1961
F 0.3063 -1.1584 9.5373
F 1.0787 0.7791 9.4490
F -0.9677 0.5508 9.9584
C 2.8836 -1.4459 -1.6042
F 3.8123 -0.5595 -1.5087
F 3.4516 -2.6528 -1.5726
F 2.1814 -1.2687 -0.5260
S 1.7058 -1.1761 -3.2490
O 0.6145 -2.1823 -3.2398
O 1.4075 0.2682 -3.1717
N 2.9301 -1.4491 -4.4496
S 2.6364 -2.8286 -5.1744
O 2.6606 -4.0083 -4.2730
O 1.5748 -2.8152 -6.1897
C 4.2060 -2.9262 -6.3235
F 4.4132 -4.1152 -6.8589
F 4.1004 -2.1289 -7.3180
F 5.2418 -2.5380 -5.5428
C 0.6534 -3.7519 3.8079
F -0.3743 -3.9216 2.9841
F 0.5574 -2.4494 4.1639
F 0.5966 -4.5686 4.8552
S 2.2345 -4.1689 2.8819
O 1.8154 -5.4223 2.2542
O 2.4156 -2.9981 1.9721
N 3.5039 -4.2648 4.0486
S 4.3993 -5.3788 3.5170
O 4.0470 -6.6616 3.9974
O 4.7699 -5.2844 2.1320
C 6.0192 -4.8314 4.5549
F 6.9156 -5.8020 4.5465
F 6.5623 -3.7681 3.9920
F 5.7354 -4.6197 5.8929
*
```



2.
The following is a quantum chemistry calculation of a cluster of 3 separate species, C14H29N2O8S2 in total in a non-equilibrium geometry, from the OMol25 dataset.

Output
- F_max (eV/Å) = 2.55
- energy relative to the best compared isomer or geometry (same formula, charge and spin) (eV) = 1.077
- E_LUMO (eV) = -2.77
- DFT total energy (eV) = -56010.0486

The geometry in ORCA input format:
```
! wB97M-V def2-TZVPD RIJCOSX def2/J DEFGRID3
* xyz 1 1
C 0.5583 3.0452 -0.4490
O -0.1200 2.9854 -1.7016
C -0.3587 4.2053 -2.2841
N -1.1209 5.1691 -1.4548
C -0.5341 6.1890 -0.7424
C -1.5274 6.9062 -0.1545
N -2.6953 6.2897 -0.5349
C -2.4504 5.2347 -1.3173
C -3.4813 4.3650 -1.9199
C -3.4640 2.9820 -1.2197
C -3.9563 2.9645 0.1813
O -2.5258 2.7952 -0.2323
H 1.2679 2.2227 -0.4336
H 1.1212 3.9666 -0.3090
H -0.1287 2.8899 0.3781
H -0.9514 4.0114 -3.1745
H 0.5500 4.7206 -2.5974
H 0.5206 6.3782 -0.7052
H -1.4802 7.7848 0.4570
H -3.6219 6.5969 -0.2852
H -4.4710 4.7685 -1.7443
H -3.2818 4.2197 -2.9790
H -3.7191 2.1229 -1.8276
H -4.3585 2.0245 0.5236
H -3.7782 3.7933 0.8499
O -1.3174 -3.4673 -2.4924
S -1.2978 -3.1560 -1.0972
O -2.4779 -2.6773 -0.4444
O -0.1069 -2.1293 -0.8218
C -0.0823 -0.9327 -1.6204
C -1.1263 0.0756 -1.1835
C -0.6499 -4.5185 -0.1937
H -0.1973 -1.1915 -2.6743
H 0.9184 -0.5205 -1.4963
H -2.1321 -0.3007 -1.3722
H -1.0068 1.0119 -1.7251
H -1.0499 0.2745 -0.1139
H 0.2657 -4.8573 -0.6706
H -1.4009 -5.3047 -0.2179
H -0.4639 -4.2115 0.8320
O 4.8042 -6.2713 1.2619
S 3.8695 -6.2261 2.3426
O 2.4677 -6.3602 2.0873
O 4.1171 -4.8884 3.1714
C 4.1164 -3.6500 2.4358
C 2.7165 -3.2163 2.0521
C 4.3423 -7.3621 3.5974
H 4.7595 -3.7403 1.5589
H 4.5728 -2.9157 3.0965
H 2.2754 -3.9044 1.3326
H 2.7363 -2.2225 1.6030
H 2.0660 -3.1976 2.9268
H 5.3989 -7.2299 3.8114
H 4.1537 -8.3609 3.2105
H 3.7361 -7.1803 4.4806
*
```



3.
The following is a quantum chemistry calculation of a cluster of 12 separate species, C33H97N17O12 in total in a non-equilibrium geometry, from the OMol25 dataset.

Output
- F_max (eV/Å) = 7.28
- energy relative to the best compared isomer or geometry (same formula, charge and spin) (eV) = 5.525
- E_LUMO (eV) = 0.32
- DFT total energy (eV) = -85693.0779
- SMILES = COC[C@H](C)N.COC[C@H](C)N.COC[C@H](C)N.COC[C@H](C)N.COC[C@H](C)N.COC[C@H](C)N.COC[C@H](C)N.NC(N)=O.NC(N)=O.NC(N)=O.NC(N)=O.NC(N)=O

The geometry in ORCA input format:
```
! wB97M-V def2-TZVPD RIJCOSX def2/J DEFGRID3
* xyz 0 1
C 0.2949 5.9123 -4.3304
O -0.8450 5.0711 -4.4029
C -0.3978 3.7712 -3.9590
C -1.6500 3.0029 -3.4808
C -2.3188 3.7663 -2.2409
N -1.3760 1.7136 -2.9081
H 1.0751 5.6811 -5.0555
H 0.6798 5.9049 -3.3106
H -0.0272 6.9371 -4.5153
H -0.0035 3.1221 -4.7409
H 0.4399 3.7799 -3.2616
H -2.2946 2.9213 -4.3560
H -1.6431 3.8789 -1.3931
H -3.1972 3.3032 -1.7914
H -2.5584 4.7910 -2.5252
H -2.0996 1.1242 -2.5219
H -1.3393 1.1533 -3.7477
C -2.9702 2.7118 1.6071
O -4.2832 2.2188 1.7176
C -5.3286 3.1548 1.4924
C -6.6620 2.2928 1.3407
C -7.0437 1.6550 2.6795
N -6.6669 1.3382 0.2594
H -2.8744 3.5676 2.2754
H -2.7348 3.1657 0.6445
H -2.2710 1.9423 1.9343
H -5.4766 3.8099 2.3509
H -5.1411 3.7128 0.5749
H -7.4222 3.0537 1.1644
H -6.2752 0.9464 2.9885
H -7.9495 1.0489 2.6661
H -6.9603 2.4194 3.4520
H -6.6602 1.8814 -0.5920
H -5.7886 0.8411 0.2987
C -4.5077 -3.7123 1.7732
O -4.0375 -2.5768 2.5076
C -3.1181 -2.9133 3.5964
C -2.7350 -1.7520 4.5566
C -1.6148 -0.8653 3.9377
N -2.4579 -2.3373 5.8947
H -5.1991 -3.5017 0.9573
H -4.8912 -4.5253 2.3897
H -3.5964 -4.0196 1.2601
H -3.6108 -3.6887 4.1831
H -2.2469 -3.3413 3.1005
H -3.6409 -1.1580 4.6772
H -0.6722 -1.4011 3.8264
H -1.1400 -0.1720 4.6320
H -1.8695 -0.3626 3.0047
H -3.2902 -2.7270 6.3137
H -2.1723 -1.7286 6.6483
C 4.5047 -7.2427 1.3602
O 3.5306 -6.2967 1.9122
C 3.3745 -5.0476 1.2466
C 2.4117 -5.2213 0.0628
C 2.4949 -3.9849 -0.7859
N 1.0245 -5.1599 0.4182
H 4.7273 -7.9488 2.1602
H 5.4002 -6.7203 1.0235
H 4.1105 -7.7934 0.5061
H 2.9028 -4.3289 1.9167
H 4.3172 -4.5698 0.9800
H 2.5686 -6.1445 -0.4950
H 2.2793 -3.0447 -0.2783
H 1.9228 -4.0614 -1.7106
H 3.5109 -3.8320 -1.1497
H 0.5695 -5.2910 -0.4740
H 0.7220 -5.9168 1.0147
C 3.9230 3.6915 -5.5864
O 3.3161 3.2827 -4.4546
C 3.9953 2.2225 -3.7839
C 3.1823 1.7883 -2.5086
C 2.9592 3.0344 -1.6513
N 3.8608 0.7528 -1.7649
H 3.9735 2.8467 -6.2733
H 4.9230 4.0211 -5.3045
H 3.3762 4.4785 -6.1058
H 4.2152 1.3684 -4.4244
H 4.9683 2.6238 -3.5005
H 2.1958 1.4671 -2.8428
H 2.3287 2.9995 -0.7629
H 2.5310 3.8644 -2.2133
H 3.9043 3.4185 -1.2674
H 4.7602 1.0839 -1.4462
H 3.2930 0.7452 -0.9297
C -1.0619 -2.6691 0.5045
O -0.6538 -2.6775 -0.8495
C -1.2184 -3.5755 -1.7505
C -0.5513 -3.6358 -3.0801
C -0.7802 -2.3787 -3.9380
N -0.9225 -4.7860 -3.8973
H -0.6858 -3.5039 1.0959
H -2.1403 -2.5318 0.5851
H -0.7014 -1.7492 0.9649
H -1.1336 -4.5047 -1.1871
H -2.2758 -3.3298 -1.8485
H 0.5276 -3.6859 -2.9331
H -1.8379 -2.3634 -4.2009
H -0.2042 -2.4458 -4.8609
H -0.5805 -1.4122 -3.4754
H -0.2587 -4.7296 -4.6564
H -0.6054 -5.6031 -3.3954
C 5.9791 -3.2185 3.9031
O 4.9184 -2.6140 3.1549
C 3.8593 -2.0331 3.9435
C 2.8643 -1.3537 3.0340
C 3.7318 -0.2782 2.2337
N 1.8431 -0.6472 3.7146
H 6.7869 -3.4815 3.2202
H 5.6370 -4.1738 4.3012
H 6.3719 -2.6312 4.7332
H 3.2728 -2.7787 4.4804
H 4.3305 -1.4514 4.7357
H 2.3871 -2.0866 2.3835
H 4.1845 0.4587 2.8971
H 3.1565 0.3299 1.5357
H 4.6161 -0.5940 1.6802
H 2.3038 0.2384 3.8680
H 1.1116 -0.3271 3.0961
N 0.5084 0.3840 -0.6884
C 0.1665 1.1527 0.2998
N -0.2790 2.3439 -0.0417
O 0.3083 0.8057 1.4902
H 0.5932 -0.5999 -0.4767
H 0.1999 0.7856 -1.5623
H -0.6041 2.4709 -0.9895
H -0.6479 2.7986 0.7813
N 4.0910 -1.2246 -3.9312
C 3.0973 -2.0278 -3.6521
N 2.4641 -1.6701 -2.5844
O 2.8378 -3.0839 -4.1636
H 4.0729 -0.5571 -3.1735
H 4.7723 -1.3659 -4.6633
H 1.6414 -2.2496 -2.4980
H 2.6264 -0.8880 -1.9662
N -0.8406 5.9590 0.2305
C 0.0747 6.1912 -0.6259
N 0.8120 5.1342 -0.7120
O 0.3158 7.2957 -1.0952
H -1.4706 6.6819 0.5476
H -0.7863 5.0648 0.6969
H 1.6967 5.2912 -1.1732
H 0.4171 4.2404 -0.4565
N -4.6920 -1.0628 -0.6502
C -3.7101 -0.3339 -0.9117
N -2.9677 -0.2322 0.1854
O -3.3070 0.0075 -2.0006
H -4.9857 -1.1541 0.3119
H -5.1713 -1.4270 -1.4613
H -2.0394 0.1318 0.0248
H -3.1518 -0.7485 1.0337
N 0.2750 2.3675 3.6303
C -0.1203 3.5519 3.2685
N -0.1575 4.5240 4.1314
O -0.4102 3.8450 2.1155
H 0.7818 2.3277 4.5031
H 0.3832 1.7511 2.8375
H -0.3949 5.4498 3.8047
H -0.1777 4.3967 5.1332
*
```



4.
The following is a quantum chemistry calculation of a cluster of 2 separate species, C2H5N3 in total in a non-equilibrium geometry, from the OMol25 dataset.

Output
- F_max (eV/Å) = 2.54
- energy relative to the best compared isomer or geometry (same formula, charge and spin) (eV) = 3.047
- E_LUMO (eV) = 1.01
- DFT total energy (eV) = -6621.8906

The geometry in ORCA input format:
```
! wB97M-V def2-TZVPD RIJCOSX def2/J DEFGRID3
* xyz 0 1
C -1.7481 -0.1373 -0.7176
C 0.4301 1.1780 -0.5389
N -1.8092 -0.5882 0.3598
N 1.5229 -0.7035 0.3774
N 0.9096 0.4912 0.4154
H 1.2829 -1.2563 -0.4703
H -0.0628 2.0936 -0.2222
H 0.4795 1.0601 -1.6083
H -2.0640 -1.0015 1.2444
H 1.0591 -1.1361 1.1603
*
```